C30H75BF4N5Na2O10 as an isolated structure in a non-equilibrium geometry, computed with ωB97M-V/def2-TZVPD.

Structure (XYZ):
```
127
Properties=species:S:1:pos:R:3:forces:R:3:lowdin_charge:R:1
Na -0.531693 -3.549125 0.212377 0.52 0.60 0.34 0.798
Na -1.650493 -2.607015 -3.165363 0.33 1.12 -0.51 0.663
B 0.319617 -1.105865 -1.237593 1.99 2.28 -0.03 -1.456
F 0.370917 0.244775 -1.462073 0.07 0.44 0.21 0.187
F 0.550877 -1.715765 -2.447803 -1.09 -1.24 -1.26 0.145
F 1.183087 -1.627595 -0.322823 2.75 -0.76 1.16 0.160
F -0.814123 -1.433835 -0.590693 -4.92 -1.38 0.06 0.153
C 1.471017 5.071345 -2.925023 0.05 0.93 -0.73 -0.134
O 1.524267 4.857735 -1.553663 0.85 -0.12 1.41 -0.162
C 0.638217 3.862155 -1.085253 -0.40 -0.18 -3.72 -0.263
C 0.103427 3.944475 0.244467 0.46 1.75 0.90 -0.207
N -0.823073 5.099965 0.432747 0.85 -0.97 -1.20 -0.030
C -1.367403 4.834635 1.686057 -0.45 1.66 3.21 -0.280
C -1.951863 6.126795 2.377547 0.02 -0.63 -0.15 -0.167
O -1.012963 7.092945 2.950237 -0.36 -1.29 -1.28 -0.218
C -1.477003 7.911655 4.038157 0.78 0.01 -1.88 -0.093
H 0.688287 5.797295 -3.145093 -0.30 0.04 -0.16 0.089
H 1.315977 4.213235 -3.579013 -0.10 -0.55 0.38 0.082
H 2.402807 5.524015 -3.264073 0.13 0.01 0.27 0.089
H 1.046697 2.875215 -1.302503 0.20 -0.23 0.11 0.117
H -0.237023 3.998405 -1.720463 -0.46 -0.50 -0.35 0.116
H 0.933947 4.024115 0.945887 -0.03 -0.27 0.53 0.117
H -0.436783 3.008245 0.385037 -0.14 0.10 0.33 0.132
H -0.340313 5.969265 0.609827 0.78 0.10 -0.80 0.119
H -0.577923 4.516875 2.367117 0.13 -0.42 0.51 0.114
H -2.094853 4.023905 1.645627 -0.39 0.20 0.13 0.101
H -2.584493 5.660445 3.132787 -0.37 0.72 0.37 0.110
H -2.514803 6.603725 1.575217 -0.47 0.36 0.31 0.116
H -2.235943 8.636225 3.743027 -1.56 -1.07 0.14 0.081
H -0.755373 8.728095 4.066327 1.13 -0.78 1.08 0.085
H -1.583353 7.200345 4.857187 -0.40 1.06 0.59 0.096
C 2.475957 -4.021205 -8.061783 1.06 -1.19 0.04 -0.106
O 1.583347 -3.316795 -7.233113 -1.33 0.36 -1.49 -0.181
C 2.077637 -2.868765 -6.008943 1.68 0.62 -0.19 -0.241
C 2.056497 -4.004155 -5.050333 -1.33 -0.65 2.22 -0.206
N 2.166227 -3.720705 -3.598133 3.11 -0.62 0.37 -0.042
C 3.607097 -3.413705 -3.179063 -1.55 0.12 -0.92 -0.160
C 3.655967 -2.832305 -1.792133 -0.48 -1.00 0.42 -0.249
O 4.942727 -3.048565 -1.215203 -0.83 -0.43 1.69 -0.159
C 4.882027 -4.030775 -0.112583 -0.10 0.93 -0.49 -0.064
H 2.019407 -4.618205 -8.851253 -0.95 0.32 0.28 0.091
H 3.030937 -4.767245 -7.492993 0.09 -0.10 0.29 0.080
H 3.251147 -3.488395 -8.612503 -0.10 1.04 0.34 0.089
H 1.554977 -2.016295 -5.575103 -0.75 -0.14 -0.46 0.117
H 3.068977 -2.458405 -6.201123 0.49 -0.12 0.29 0.126
H 2.724887 -4.826785 -5.304563 0.47 0.30 0.16 0.118
H 1.089947 -4.493305 -5.171193 -0.40 0.09 -0.20 0.111
H 1.564327 -3.132555 -3.039653 -0.24 0.19 -1.30 0.049
H 4.026277 -2.609685 -3.783993 0.12 -0.15 -0.60 0.115
H 4.233497 -4.294375 -3.320993 -0.10 -0.09 0.28 0.122
H 2.876077 -3.254085 -1.158113 -0.01 -0.67 0.17 0.093
H 3.272787 -1.813415 -1.848233 1.03 0.60 0.17 0.120
H 4.722507 -5.043095 -0.483883 0.56 -0.07 -0.21 0.087
H 4.072727 -3.893525 0.604557 -0.60 0.67 -0.31 0.056
H 5.740587 -3.899485 0.546017 0.46 -0.27 -0.71 0.088
C 7.857567 -0.500755 4.823397 1.61 1.65 -0.06 -0.157
O 6.728917 -1.304285 4.755187 0.16 -0.84 -0.72 -0.155
C 5.622847 -0.729405 4.056157 0.45 0.50 1.24 -0.203
C 4.546967 -1.730755 3.715977 1.37 -1.31 1.00 -0.229
N 3.243547 -1.152245 3.663897 -0.40 -0.53 -0.25 -0.048
C 2.716687 -1.142975 2.322267 -0.64 1.52 0.44 -0.222
C 3.383177 -0.077275 1.503387 -0.16 1.57 -0.12 -0.182
O 3.144467 1.233735 2.142597 -0.22 -0.96 -0.50 -0.191
C 3.571627 2.283455 1.286817 -0.17 -0.10 -0.16 -0.105
H 7.748187 0.462175 5.322297 -0.85 0.15 0.41 0.084
H 8.347467 -0.175545 3.905607 -0.73 -0.32 -1.08 0.081
H 8.758297 -0.882645 5.303967 -0.68 -1.20 0.57 0.086
H 5.903107 -0.229875 3.128777 0.44 0.27 0.07 0.118
H 5.231967 -0.005295 4.770987 -0.37 0.50 -0.21 0.129
H 4.511067 -2.540045 4.445257 0.47 -0.04 0.30 0.119
H 4.911407 -2.205115 2.804787 -0.60 -0.09 -0.45 0.112
H 3.284277 -0.225795 4.064057 -0.35 0.19 -0.26 0.103
H 1.679607 -0.811655 2.375087 -0.34 -0.29 -0.01 0.116
H 2.752647 -2.124435 1.849467 0.18 0.01 0.07 0.104
H 2.917787 -0.022435 0.519257 0.30 -0.12 -0.26 0.104
H 4.463977 -0.208125 1.450057 0.12 -0.17 -0.32 0.116
H 4.645547 2.436405 1.393587 0.12 0.03 -0.27 0.091
H 3.062297 3.231055 1.462177 -0.06 -0.15 0.78 0.075
H 3.284307 2.072285 0.256787 0.36 -0.25 -0.28 0.079
C -5.304613 -1.873275 8.650367 0.53 1.36 0.23 -0.090
O -4.626493 -0.837995 7.942727 -0.09 -0.20 -0.65 -0.196
C -4.854063 -0.904335 6.559177 1.55 1.01 -0.90 -0.225
C -3.982123 -1.938875 5.721877 -1.61 0.22 2.10 -0.193
N -4.463763 -1.893885 4.374327 0.47 0.70 -0.30 -0.073
C -3.854533 -2.840915 3.505627 -0.28 -0.66 -1.90 -0.227
C -4.252553 -2.544005 2.006147 -2.23 1.37 1.46 -0.152
O -4.485213 -1.112425 1.739687 1.48 -1.15 -0.35 -0.203
C -4.469583 -0.754645 0.348697 0.45 0.41 0.97 -0.103
H -5.506293 -1.409055 9.615737 0.07 -0.50 0.26 0.089
H -4.595453 -2.696955 8.732447 -0.66 -0.51 0.12 0.088
H -6.273733 -2.048095 8.183097 0.10 -0.64 -0.08 0.089
H -4.506843 0.046965 6.155977 0.20 0.41 0.18 0.112
H -5.916013 -0.820225 6.328347 -0.25 -1.09 -0.13 0.120
H -4.123613 -2.914695 6.186487 -0.02 -0.33 -0.31 0.114
H -2.926293 -1.686835 5.820937 0.19 0.15 0.11 0.121
H -4.217403 -0.976185 4.031957 -0.32 0.33 -0.28 0.111
H -4.290083 -3.806135 3.763977 -0.05 -0.30 -0.26 0.118
H -2.782533 -3.032655 3.551907 0.64 0.64 0.46 0.099
H -5.297753 -2.852005 1.978017 0.13 -1.00 -0.54 0.121
H -3.639513 -3.046625 1.258047 0.20 0.09 -0.06 0.092
H -4.716503 -1.558825 -0.344443 -0.62 -0.24 0.18 0.076
H -3.483253 -0.408455 0.039827 0.24 0.10 0.14 0.070
H -5.138803 0.103235 0.283207 -0.09 -0.26 -0.39 0.093
C -3.964133 2.851465 -0.506613 0.17 1.01 -0.28 -0.107
O -3.819303 1.739345 -1.362453 -0.20 -0.21 -0.33 -0.233
C -4.375973 1.817785 -2.693653 0.27 -0.08 1.35 -0.159
C -4.101183 0.414895 -3.293803 -0.94 0.86 0.56 -0.182
N -2.706503 0.138175 -3.595173 -1.02 -0.99 0.24 -0.059
C -2.334173 0.612195 -4.912093 1.56 -0.98 0.20 -0.171
C -0.934913 -0.007475 -5.204823 -0.84 -0.21 -0.57 -0.145
O -0.907693 -1.447425 -5.110403 -0.05 -0.69 1.28 -0.292
C -1.552173 -2.204045 -6.152593 -0.52 1.90 0.34 -0.053
H -4.955193 3.297635 -0.423973 -0.68 -0.78 0.00 0.090
H -3.421073 3.731375 -0.851493 0.74 -0.09 -0.18 0.083
H -3.601003 2.592355 0.487917 -0.06 -0.20 -0.16 0.083
H -3.961523 2.690405 -3.198493 0.55 -0.21 -0.48 0.121
H -5.432013 2.075885 -2.614483 -0.38 -0.49 -0.05 0.122
H -4.767843 0.259285 -4.142013 0.37 0.06 -0.39 0.121
H -4.460633 -0.313285 -2.566723 0.00 0.13 0.32 0.099
H -2.158673 0.524715 -2.839813 0.39 0.31 -0.02 0.112
H -2.229593 1.696805 -4.884223 -0.18 0.16 -0.72 0.129
H -3.070143 0.221415 -5.614763 -0.06 0.52 -0.09 0.115
H -0.299563 0.432655 -4.436243 0.49 -0.60 -0.06 0.127
H -0.533303 0.191485 -6.198413 -0.13 0.64 -0.03 0.131
H -1.662353 -3.250565 -5.868433 0.85 -0.09 -0.18 0.094
H -1.034243 -1.972195 -7.083233 -0.05 -0.75 -0.16 0.105
H -2.583733 -1.857325 -6.213913 -0.22 0.12 -0.38 0.082
```
Forces are in eV/Å.

ΔE to the lowest compared entry with this formula, charge and spin in kcal/mol: 134.93
Net charge: +1
Gap between HOMO and LUMO in eV: 5.325
E_HOMO in eV: -10.25
Multiplicity: 1